ORCA calculation (ωB97M-V/def2-TZVPD) on a 3-piece molecular cluster, C46H47BNO8 overall in a non-equilibrium geometry.

Geometry as XYZ:
```
103
C46H47BNO8 (ωB97M-V/def2-TZVPD)
C -4.516 -0.392 0.017
C -4.699 -0.847 -1.504
C -4.240 0.319 -2.482
C -4.133 -0.123 -3.992
C -2.687 -0.674 -4.376
C -1.665 0.532 -4.442
C -0.172 0.061 -4.186
C 0.838 1.264 -4.287
C 2.334 0.875 -4.010
C 2.693 0.681 -2.484
C 2.155 1.821 -1.514
C 1.160 1.190 -0.484
C 1.636 0.142 0.420
C 3.083 -0.393 0.495
O 4.061 0.158 0.089
O 3.246 -1.640 1.139
C 0.659 -0.472 1.354
C -0.712 -0.031 1.358
N -1.085 0.983 0.511
C -0.252 1.615 -0.391
C -0.875 2.742 -1.257
B -0.272 4.233 -0.919
O 0.138 5.118 -1.921
O -0.153 4.587 0.448
H -3.695 -0.967 0.522
H -5.465 -0.568 0.593
H -4.278 0.702 0.107
H -4.051 -1.736 -1.716
H -5.765 -1.129 -1.678
H -5.060 1.093 -2.429
H -3.312 0.787 -2.059
H -4.938 -0.884 -4.173
H -4.398 0.761 -4.643
H -2.425 -1.412 -3.572
H -2.789 -1.162 -5.386
H -1.765 1.096 -5.411
H -2.010 1.256 -3.644
H -0.088 -0.539 -3.243
H 0.087 -0.633 -5.042
H 0.796 1.620 -5.359
H 0.558 2.154 -3.665
H 2.580 -0.090 -4.536
H 3.020 1.655 -4.438
H 2.423 -0.360 -2.140
H 3.819 0.715 -2.417
H 1.758 2.724 -2.038
H 3.034 2.179 -0.903
H 3.569 -1.397 2.033
H 1.017 -1.294 2.018
H -1.462 -0.504 2.031
H -2.060 1.291 0.541
H -0.870 2.517 -2.352
H -1.969 2.808 -0.962
H -0.242 4.871 -2.783
H 0.585 5.228 0.465
C 0.510 5.002 10.035
C -0.783 4.485 10.023
C -1.308 3.952 8.855
C -0.547 3.944 7.690
C 0.741 4.485 7.696
C 1.270 5.003 8.875
C 1.546 4.529 6.451
O 2.668 4.995 6.454
C 0.953 4.000 5.196
C 1.672 4.084 4.006
C 1.134 3.582 2.830
C -0.123 2.984 2.840
C -0.843 2.903 4.022
C -0.312 3.418 5.201
C -1.111 3.356 6.452
O -2.210 2.836 6.455
H 0.922 5.410 10.951
H -1.380 4.496 10.927
H -2.313 3.546 8.852
H 2.274 5.411 8.888
H 2.653 4.547 3.995
H 1.695 3.655 1.906
H -0.538 2.589 1.930
H -1.824 2.440 4.025
C -0.971 -6.319 -5.228
C -1.018 -4.931 -5.123
C -0.258 -4.280 -4.163
C 0.544 -5.015 -3.294
C 0.573 -6.409 -3.384
C -0.178 -7.056 -4.360
C 1.386 -7.210 -2.433
O 1.414 -8.421 -2.513
C 2.155 -6.503 -1.378
C 2.878 -7.238 -0.442
C 3.610 -6.583 0.539
C 3.631 -5.191 0.583
C 2.908 -4.458 -0.346
C 2.162 -5.110 -1.320
C 1.366 -4.309 -2.283
O 1.383 -3.088 -2.239
H -1.558 -6.826 -5.985
H -1.648 -4.358 -5.794
H -0.295 -3.199 -4.088
H -0.148 -8.136 -4.443
H 2.867 -8.321 -0.474
H 4.167 -7.157 1.270
H 4.208 -4.680 1.345
H 2.921 -3.378 -0.307
```

As for the gap between HOMO and LUMO: 6.79 eV. As for the calculated total energy: -2462.4901 a.u. As for the charge: +1.